ORCA calculation (the ωB97M-V functional and the def2-TZVPD basis) on C5H11N3 in the gas phase in a non-equilibrium geometry.

* molar mass: 113.2 g/mol
* SMILES string: [H]/N=C\N=C(/C)N(C)C
* HOMO level: -8.978 eV
* energy above the lowest of the compared OMol25 structures with the same formula, charge and spin: 519.9 kJ/mol
* orbital gap: 9.59 eV
* maximum force: 6.1 eV/Å

```
! wB97M-V def2-TZVPD RIJCOSX def2/J DEFGRID3
* xyz 0 1
H 2.90916 -1.66678 0.72127
N 3.43123 -0.58218 0.46868
C 2.55391 -0.06995 -0.20862
N 1.29704 -0.58640 -0.39844
C 0.26842 0.12433 -0.37535
C 0.43628 1.70817 -0.26017
N -1.02904 -0.29814 -0.33282
C -1.18228 -1.78510 -0.22153
C -2.08227 0.45831 0.49922
H 2.63317 0.89854 -0.63450
H 0.27132 1.76177 0.97606
H -0.45918 2.49433 -0.66265
H 1.54078 2.22770 -0.70922
H -2.31114 -2.15705 -0.49113
H -0.85947 -2.32172 0.60593
H -0.56966 -2.15844 -0.95133
H -1.94693 1.67368 0.64741
H -2.97712 0.41916 -0.27488
H -1.92421 -0.14023 1.60207
*
```

ORCA calculation (the ωB97M-V functional and the def2-TZVPD basis) on 2 unconnected molecules or ions with the total composition C5H11N3 in a non-equilibrium geometry.

* <S²>: 2.012
* molar mass: 113.2 g/mol
* HOMO level (spin up / spin down): -4.884 / -9.418 eV
* energy above the lowest of the compared OMol25 structures with the same formula, charge and spin: 221.1 kJ/mol
* orbital gap (spin up / spin down): 5.85 / 8.11 eV
* maximum force: 5.4 eV/Å

```
! wB97M-V def2-TZVPD RIJCOSX def2/J DEFGRID3
* xyz 0 3
C -0.73139 0.09797 -2.59568
C 1.67687 -0.18442 0.44831
C 0.31942 1.10948 2.05831
C -0.84761 0.11977 0.28523
C 0.41590 0.79217 0.66078
N -0.26333 -1.02742 -2.50059
N -2.52079 -1.61619 0.38880
N -1.60719 -0.79178 0.33876
H -0.21196 1.13668 -2.50775
H 1.64250 -0.99595 1.27682
H 2.60315 0.37079 0.41108
H 1.61793 -0.61880 -0.48182
H 1.00290 2.02818 2.35295
H -0.78124 1.36899 2.19780
H 0.62215 0.33071 2.67652
H -1.77071 0.12208 -2.92850
H 0.55344 1.56955 -0.07913
H 0.62546 -1.26230 -2.05159
H -2.34549 -2.54952 0.04972
*
```

ORCA calculation (the ωB97M-V functional and the def2-TZVPD basis) on a gas-phase ion, C5H11N3 (charge +2) in a non-equilibrium geometry.

* molar mass: 113.2 g/mol
* HOMO level (spin up / spin down): -19.527 / -19.113 eV
* energy above the lowest of the compared OMol25 structures with the same formula, charge and spin: 668.0 kJ/mol
* orbital gap (spin up / spin down): 8.81 / 8.42 eV
* maximum force: 1.6 eV/Å

```
! wB97M-V def2-TZVPD RIJCOSX def2/J DEFGRID3
* xyz 2 1
C -0.30798 1.74410 1.39824
C -0.25331 1.23771 -0.92499
C -0.28280 0.96395 -2.29846
C 1.48682 -1.00645 1.04810
C -0.92115 -1.43383 0.92523
N -0.05889 0.58888 1.77350
N -0.42001 2.08656 -0.00814
N 0.15029 -0.48573 1.03826
H -0.45759 2.54375 2.11438
H -1.02497 1.57437 -2.83867
H -0.45623 -0.09644 -2.52485
H 0.69949 1.20435 -2.73369
H 1.68583 -1.55078 0.12382
H 2.22396 -0.21447 1.18229
H 1.61408 -1.72550 1.86943
H -0.97482 -2.06432 1.82343
H -1.88604 -0.94112 0.81210
H -0.73603 -2.09986 0.08188
H -0.64066 3.08610 -0.12431
*
```

ORCA calculation (the ωB97M-V functional and the def2-TZVPD basis) on a gas-phase ion, C5H11N3 (charge +2) in a non-equilibrium geometry.

* molar mass: 113.2 g/mol
* SMILES string: [NH3+]CCc1c[nH]c[nH+]1
* HOMO level: -17.943 eV
* energy above the lowest of the compared OMol25 structures with the same formula, charge and spin: 0.0 kJ/mol
* orbital gap: 11.33 eV
* maximum force: 2.2 eV/Å

```
! wB97M-V def2-TZVPD RIJCOSX def2/J DEFGRID3
* xyz 2 1
N 1.53647 -0.02484 -2.61718
C 0.70855 0.49513 -1.47415
C 0.29408 -0.64494 -0.54172
C -0.33831 -0.17190 0.74011
C 0.11033 0.49795 1.81879
N -0.93666 0.54770 2.73115
C -1.97708 -0.08718 2.24172
N -1.66158 -0.52287 1.03344
H 2.53453 0.02417 -2.38341
H 1.33194 -0.95420 -2.85674
H 1.44870 0.51715 -3.48617
H -0.16444 0.97420 -1.85772
H 1.28578 1.24546 -0.95032
H -0.37445 -1.36916 -1.01284
H 1.16051 -1.26330 -0.27537
H 1.04753 0.97338 2.05214
H -0.81632 0.94762 3.64966
H -2.92731 -0.10892 2.75008
H -2.26225 -1.07543 0.43851
*
```

ORCA calculation (the ωB97M-V functional and the def2-TZVPD basis) on a gas-phase ion, C5H11N3 (charge +2) in a non-equilibrium geometry.

* molar mass: 113.2 g/mol
* SMILES string: C=[NH+]CCN=C=[NH+]C
* HOMO level: -18.973 eV
* energy above the lowest of the compared OMol25 structures with the same formula, charge and spin: 408.2 kJ/mol
* orbital gap: 10.48 eV
* maximum force: 5.0 eV/Å

```
! wB97M-V def2-TZVPD RIJCOSX def2/J DEFGRID3
* xyz 2 1
C -2.89845 -1.55719 -0.27256
N -2.00158 -0.76760 0.14519
C -2.01023 0.68710 0.11144
C -0.72928 1.34127 -0.36658
N 0.35750 0.71220 0.09681
C 1.48605 0.43987 0.10777
N 2.63708 -0.03082 0.33363
C 3.19464 -1.26804 -0.36288
H -3.86900 -1.21651 -0.62054
H -2.74661 -2.63986 -0.28556
H -1.15443 -1.06553 0.44881
H -2.30887 1.00074 1.16934
H -2.80277 1.23550 -0.57088
H -0.73531 1.69743 -1.39994
H -0.64964 2.36347 0.22416
H 3.34991 0.28991 1.06626
H 2.89481 -2.01481 0.41332
H 4.29379 -1.18769 -0.51611
H 2.56365 -1.28496 -1.29613
*
```

ORCA calculation (the ωB97M-V functional and the def2-TZVPD basis) on 2 unconnected molecules or ions with the total composition C5H11N3O in a non-equilibrium geometry.

* molar mass: 129.2 g/mol
* HOMO level (spin up / spin down): -7.511 / -7.861 eV
* energy above the lowest of the compared OMol25 structures with the same formula, charge and spin: 732.0 kJ/mol
* orbital gap (spin up / spin down): 7.87 / 8.06 eV
* maximum force: 1.1 eV/Å

```
! wB97M-V def2-TZVPD RIJCOSX def2/J DEFGRID3
* xyz 0 1
C -0.87338 -1.43122 -0.85037
C 1.19804 0.35254 1.75902
C -1.60176 0.05461 1.20755
C -0.85820 -0.05156 -1.30090
C -0.51514 -0.48202 0.30186
N 2.29468 0.71138 -1.70362
O 1.20829 0.57848 -0.93099
N 0.81099 -0.48138 0.63827
N -1.52731 0.82315 -1.88281
H 2.93288 1.42126 -1.35502
H 2.73597 -0.18266 -1.90335
H -2.23120 0.42771 -2.51447
H -1.83553 -1.94201 -0.84058
H -0.03014 -2.04581 -1.14541
H 0.84990 -0.09440 2.69912
H 2.28724 0.39343 1.80318
H 0.80731 1.37470 1.70052
H -1.61164 -0.49173 2.15556
H -1.46032 1.11409 1.42389
H -2.58068 -0.04856 0.73854
*
```

ORCA calculation (the ωB97M-V functional and the def2-TZVPD basis) on a molecular structure, C5H11N3O in a non-equilibrium geometry.

* molar mass: 129.2 g/mol
* HOMO level: -8.197 eV
* energy above the lowest of the compared OMol25 structures with the same formula, charge and spin: 456.0 kJ/mol
* orbital gap: 9.09 eV
* maximum force: 3.4 eV/Å

```
! wB97M-V def2-TZVPD RIJCOSX def2/J DEFGRID3
* xyz 0 1
C -0.95179 0.32753 -1.39348
C -0.46869 0.00185 -0.15768
C 1.76463 -0.93569 -0.80083
C 1.00031 -1.19727 1.64099
C 0.95743 -0.31088 0.29739
N -1.33631 0.91140 0.51894
N -1.75218 1.32290 -0.78507
N -3.13653 1.35956 -1.07455
O 1.50546 0.90037 0.64725
H -1.08819 0.01754 -2.44094
H 2.59449 -1.29927 -0.24186
H 1.19462 -1.79411 -1.15473
H 2.09512 -0.34135 -1.59511
H 0.30425 -2.00052 1.72042
H 0.88182 -0.47708 2.40494
H 1.94813 -1.74304 1.70883
H -1.02126 1.62962 1.22586
H -3.54565 0.57180 -0.57136
H -3.44389 2.27042 -0.74090
H 2.49822 0.78623 0.79189
*
```

ORCA calculation (the ωB97M-V functional and the def2-TZVPD basis) on C5H11N3O in the gas phase.

* molar mass: 129.2 g/mol
* SMILES string: CC(NCC=O)=C(N)N
* HOMO level: -7.297 eV
* energy above the lowest of the compared OMol25 structures with the same formula, charge and spin: 152.6 kJ/mol
* orbital gap: 8.20 eV
* maximum force: 0.6 eV/Å

```
! wB97M-V def2-TZVPD RIJCOSX def2/J DEFGRID3
* xyz 0 1
C -1.61980 1.08862 -0.19908
C -0.20039 0.59008 -0.22652
N 0.26951 0.17868 -1.53052
C -0.12142 -1.21069 -1.75397
C -0.17536 -1.83390 -0.36493
O 0.80116 -2.23775 0.22545
C 0.64508 0.69224 0.82299
N 0.30059 1.33716 2.01115
N 1.96419 0.24025 0.74070
H -2.11618 0.79299 -1.11823
H -2.17710 0.67909 0.64505
H -1.65315 2.17702 -0.13668
H 1.27871 0.28407 -1.55871
H -1.10841 -1.24012 -2.22533
H 0.59910 -1.72678 -2.39135
H -1.18121 -1.91608 0.08052
H 0.67947 0.91548 2.84751
H -0.67993 1.55241 2.09576
H 2.03008 -0.72578 0.42581
H 2.46505 0.36301 1.61039
*
```

ORCA calculation (the ωB97M-V functional and the def2-TZVPD basis) on a molecular structure, C5H11N3O in a non-equilibrium geometry.

* molar mass: 129.2 g/mol
* HOMO level: -7.423 eV
* energy above the lowest of the compared OMol25 structures with the same formula, charge and spin: 417.9 kJ/mol
* orbital gap: 7.61 eV
* maximum force: 5.3 eV/Å

```
! wB97M-V def2-TZVPD RIJCOSX def2/J DEFGRID3
* xyz 0 1
C 0.63926 -0.50710 -0.65699
C 1.39143 0.34771 -1.65848
C 1.38657 -0.67322 0.64660
C -1.11122 0.22420 -0.95789
C -0.98392 0.67072 0.40652
N -2.13286 -1.21313 1.16187
N -0.38522 1.90986 0.64414
N -1.59565 0.06299 1.39611
O -1.76934 -0.29421 -1.77703
H 0.36460 -1.48094 -1.06618
H -2.74555 -1.44007 1.93237
H -1.41657 -1.93682 1.09314
H -0.69696 2.64114 0.01884
H -0.51112 2.16027 1.61661
H 0.89980 0.36561 -2.63232
H 2.40087 -0.04424 -1.81584
H 1.48144 1.36958 -1.27863
H 2.28483 -1.27412 0.48508
H 1.70301 0.29547 1.03802
H 0.79660 -1.18369 1.40407
*
```

ORCA calculation (the ωB97M-V functional and the def2-TZVPD basis) on a molecular structure, C5H11N3O in a non-equilibrium geometry.

* molar mass: 129.2 g/mol
* HOMO level: -7.456 eV
* energy above the lowest of the compared OMol25 structures with the same formula, charge and spin: 447.2 kJ/mol
* orbital gap: 7.78 eV
* maximum force: 1.7 eV/Å

```
! wB97M-V def2-TZVPD RIJCOSX def2/J DEFGRID3
* xyz 0 1
C 1.67330 0.46153 1.13574
C 0.86470 0.45118 -0.13310
C 0.32664 -1.39885 -0.66984
C 1.08170 1.31532 -1.11673
N 0.16249 -1.69528 -1.89417
H -0.64040 -1.24487 -2.32761
H 1.06617 -1.91248 -0.06216
H 2.26872 -0.45417 1.23043
H 1.05224 0.51454 2.03993
H 2.38584 1.29204 1.17486
H 0.46715 1.29356 -2.01190
H 1.87350 2.06156 -1.09146
C -1.49336 0.17130 -0.06280
N -1.11514 -1.26984 0.18599
N -1.87488 0.83235 1.10090
O -1.88383 0.45582 -1.17397
H -2.23164 1.75516 0.89266
H -1.75344 -1.94072 -0.25559
H -1.01412 -1.49907 1.17260
H -1.21565 0.81092 1.86621
*
```